An isolated molecule of C19H17BrN6O at a distorted geometry, computed with ωB97M-V/def2-TZVPD.

The calculation puts the HOMO-LUMO gap at 8.7491 eV. The highest occupied orbital energy is -0.3255 Eh. The energy is -3711.890568 Eh. The total charge is 0. As for the SMILES: CCCC1=Nc2[nH]ncc2[C@H](c2cccc(C#N)c2Br)[C@@H]1c1nnc(C)o1.

XYZ file:
```
44
C19H17BrN6O, DFT ωB97M-V/def2-TZVPD
H -0.50 2.21 -3.65
C 1.45 1.97 -3.01
H -0.41 -2.38 -0.04
C -2.47 1.42 0.91
C -1.27 -2.16 0.66
H -4.45 2.02 0.75
C -1.88 3.36 1.77
C -1.32 2.15 1.23
C 2.83 -1.88 1.17
C 0.08 1.58 1.10
N 4.73 2.00 -3.04
C 0.15 2.04 -2.80
C 1.92 1.89 -0.67
C -2.79 -2.88 -1.42
C 0.54 1.83 -0.39
H -2.40 -3.95 0.35
H -0.98 -2.64 1.62
C -0.16 0.16 1.53
H 4.76 -1.99 0.39
C -2.56 -2.83 0.06
C -1.38 -0.58 0.83
N 1.50 -1.31 2.73
O 1.88 -1.10 0.59
C -0.31 2.01 -1.49
H -1.34 4.25 2.19
H 3.49 -2.83 -0.54
Br 3.41 1.77 0.66
H -3.73 -3.38 -1.80
H -1.35 1.96 -1.36
H -1.95 -3.37 -1.75
C 2.37 1.84 -1.98
H 0.89 1.98 1.77
N -3.19 3.42 1.88
C 1.09 -0.77 1.64
N -2.46 0.15 0.52
H 4.12 -3.50 0.93
H 1.77 2.04 -4.03
C 3.71 1.75 -2.50
N -3.52 2.21 1.13
C 3.91 -2.58 0.46
H -3.49 -2.32 0.42
N 2.64 -2.00 2.43
H -2.79 -1.84 -1.84
H -0.51 0.28 2.61
```



A structure of composition C66H93Br2Cl3GeN4O2P2RbSSi, computed with ωB97M-V/def2-TZVPD.

As for the energy above the lowest of the compared OMol25 structures with the same formula, charge and spin: 0.0000 eV. The calculation puts the HOMO-LUMO gap (spin up / spin down) at 5.9675 / 6.3678 eV. Its spin multiplicity is 2. The highest occupied orbital energy (spin up / spin down) is -0.1002 / -0.1161 Eh. The energy is -12940.563402 Eh. The total charge is -2.

XYZ file:
```
176
C66H93Br2Cl3GeN4O2P2RbSSi, DFT ωB97M-V/def2-TZVPD
C 0.39 -3.21 -5.16
H 2.94 2.36 0.52
C -3.58 6.17 2.79
H -4.99 -2.86 -1.68
S 2.25 -0.76 3.83
C 0.27 2.83 2.09
H 1.93 2.78 -6.32
C -2.39 -1.99 0.15
H 1.29 6.89 2.69
C -4.83 -2.52 0.44
C -3.58 0.11 -3.26
C -4.79 -0.10 -4.17
H -4.98 5.00 4.76
H 3.72 1.05 -6.27
H -0.80 4.89 -2.29
H -0.74 6.05 2.72
C 5.09 0.24 -0.66
H -5.69 -0.22 -3.57
Cl 6.56 -3.02 2.91
H 3.17 0.98 7.12
C -2.73 3.00 -0.35
C -1.91 4.35 3.25
H -1.67 -1.17 0.01
H -2.45 -2.39 -1.95
H 3.24 -3.31 -1.94
H -2.02 -5.45 -3.17
H -4.63 -3.10 1.35
C -0.87 -6.46 -0.78
H -1.49 3.27 -3.93
H 3.61 5.19 1.88
H 2.21 -7.63 -1.89
C -1.87 3.15 -2.91
H 2.50 5.13 -0.37
C 2.70 -0.16 -4.82
H -3.97 5.61 1.93
C -1.94 2.97 3.23
H 4.77 -0.26 2.32
H -1.95 -5.61 -5.61
P -0.85 0.41 -2.89
H -4.93 0.80 -4.78
C -3.30 -1.13 -5.90
H -4.63 3.76 3.55
H -4.04 -0.78 -0.54
C 5.80 1.33 3.37
H 5.49 2.16 2.73
H -3.48 -0.76 -2.60
H -3.87 3.67 5.15
C -0.52 -3.91 -3.04
C -2.49 6.02 5.03
C 1.04 -5.24 0.32
H -4.48 -2.20 -4.47
H -0.93 1.88 0.02
H 2.19 7.03 1.18
H -3.81 -0.76 1.20
H 3.92 -1.85 -2.60
C -0.62 -3.17 3.19
H 1.40 -4.28 0.69
H -1.19 -0.79 -5.59
N -3.57 -4.91 3.47
H 1.53 -1.02 7.44
C 6.21 1.02 -0.87
C -4.19 4.35 4.36
C 2.75 4.66 2.31
C 3.88 2.02 0.11
C 1.98 -5.81 -0.73
H -3.68 2.83 -0.88
P -0.53 -3.55 -1.23
H -5.83 -2.10 0.54
H 0.16 -6.52 -2.67
C -1.26 -3.24 5.55
C 0.34 -3.09 -3.77
C 0.57 0.66 -4.04
H -1.03 -4.85 0.64
H -1.94 -1.83 -4.39
H 7.13 0.59 -1.24
H -5.50 -4.23 -0.70
H -3.13 -2.00 -6.55
H -0.99 -7.13 0.08
H 0.48 -0.88 5.36
H -2.77 2.41 3.63
C 3.43 -0.08 7.02
C -1.30 -4.91 -5.10
Br -1.01 0.36 2.66
H -3.41 -0.26 -6.57
C 4.95 2.89 -0.07
C -0.42 -4.11 -5.82
H 1.57 3.63 -0.12
C 3.40 0.66 3.71
H 2.66 4.96 3.35
H -1.67 6.68 4.72
C 2.23 -0.92 6.61
H -0.26 -8.10 -2.03
H -1.86 -6.37 -1.22
H -2.35 1.19 -4.66
C -2.28 -2.96 -1.02
O 3.07 -1.99 4.03
C -0.39 -5.11 -0.21
H -2.22 0.93 -0.65
H 6.78 0.99 3.04
N 3.94 0.72 -0.19
C 1.58 4.71 0.05
C -3.03 5.21 3.85
H 2.95 1.30 2.94
C -2.63 -4.33 3.82
H 4.85 3.94 0.19
H -2.10 5.36 5.81
O 1.21 2.12 1.60
C -2.28 0.27 -4.06
H 0.73 5.14 -0.49
H 4.24 -0.15 6.29
H -1.31 4.56 -0.07
C -1.49 -3.60 4.21
H 1.05 -2.57 -5.73
C 1.83 1.91 -5.68
C 6.12 2.37 -0.57
Ge 4.61 -4.14 2.45
C -1.10 2.09 -2.12
C -4.76 -3.44 -0.77
C 0.28 4.28 2.13
H 2.93 3.59 2.28
H 1.99 -5.15 -1.61
C 1.32 6.56 1.65
H 1.28 0.68 5.44
Rb 1.38 -0.95 0.71
C -3.36 -4.04 -0.91
H -2.95 2.93 0.71
H -2.92 2.84 -3.03
H 3.83 -0.42 7.98
H -3.27 6.65 5.46
H -0.38 -4.19 -6.90
H -3.34 -4.70 -1.78
H -0.08 2.47 -1.99
H 2.57 -1.93 6.37
C -0.78 4.96 2.70
C -4.58 -1.30 -5.09
C 1.57 -0.33 -4.00
H 1.52 -7.85 -0.29
H -4.39 6.78 3.20
H -2.10 -2.49 1.07
H 5.10 -0.63 3.98
C 0.11 -7.10 -1.75
C 4.79 0.18 3.32
C 0.71 1.76 -4.88
H 3.37 -3.13 -3.70
H 3.49 -0.90 -4.80
C -0.89 2.26 2.67
C -2.19 4.38 -0.69
H -3.75 0.96 -2.60
C 3.16 -2.60 -2.76
N -1.08 -2.94 6.65
Br 7.62 3.50 -0.84
H -5.44 -1.45 -5.74
H -2.80 6.84 2.42
H -2.47 5.21 -2.70
H 1.03 -5.91 1.19
H 3.42 1.22 4.65
Cl 4.00 -2.67 0.68
C 2.83 0.94 -5.65
H 3.01 -5.83 -0.35
C 1.52 -7.19 -1.17
C 1.45 -0.40 5.42
H 0.43 6.92 1.14
H 5.90 1.71 4.39
C -1.35 -4.81 -3.72
Cl 5.62 -5.71 1.04
H -3.16 -4.66 -0.03
H 5.12 -0.83 -0.84
C -2.09 -0.92 -4.99
C -1.82 4.50 -2.19
H -2.92 5.14 -0.43
C -3.79 -1.41 0.32
H -0.06 2.52 -4.91
C 1.47 5.04 1.55
C -1.73 1.90 -0.72
N 0.01 -2.83 2.29
Si 1.44 -1.84 -2.86
```



Q: The lowest total charge belongs to which entry?
A: C66H93Br2Cl3GeN4O2P2RbSSi



Q: What is the formula in the first record?
A: C19H17BrN6O



Copy entry 1 word for word.
An isolated molecule of C19H17BrN6O at a distorted geometry, computed with ωB97M-V/def2-TZVPD.

The calculation puts the HOMO-LUMO gap at 8.7491 eV. The highest occupied orbital energy is -0.3255 Eh. The energy is -3711.890568 Eh. The total charge is 0. As for the SMILES: CCCC1=Nc2[nH]ncc2[C@H](c2cccc(C#N)c2Br)[C@@H]1c1nnc(C)o1.

XYZ file:
```
44
C19H17BrN6O, DFT ωB97M-V/def2-TZVPD
H -0.50 2.21 -3.65
C 1.45 1.97 -3.01
H -0.41 -2.38 -0.04
C -2.47 1.42 0.91
C -1.27 -2.16 0.66
H -4.45 2.02 0.75
C -1.88 3.36 1.77
C -1.32 2.15 1.23
C 2.83 -1.88 1.17
C 0.08 1.58 1.10
N 4.73 2.00 -3.04
C 0.15 2.04 -2.80
C 1.92 1.89 -0.67
C -2.79 -2.88 -1.42
C 0.54 1.83 -0.39
H -2.40 -3.95 0.35
H -0.98 -2.64 1.62
C -0.16 0.16 1.53
H 4.76 -1.99 0.39
C -2.56 -2.83 0.06
C -1.38 -0.58 0.83
N 1.50 -1.31 2.73
O 1.88 -1.10 0.59
C -0.31 2.01 -1.49
H -1.34 4.25 2.19
H 3.49 -2.83 -0.54
Br 3.41 1.77 0.66
H -3.73 -3.38 -1.80
H -1.35 1.96 -1.36
H -1.95 -3.37 -1.75
C 2.37 1.84 -1.98
H 0.89 1.98 1.77
N -3.19 3.42 1.88
C 1.09 -0.77 1.64
N -2.46 0.15 0.52
H 4.12 -3.50 0.93
H 1.77 2.04 -4.03
C 3.71 1.75 -2.50
N -3.52 2.21 1.13
C 3.91 -2.58 0.46
H -3.49 -2.32 0.42
N 2.64 -2.00 2.43
H -2.79 -1.84 -1.84
H -0.51 0.28 2.61
```